Entry 1:
50
Properties=species:S:1:pos:R:3:forces:R:3 method="wB97M-V/def2-TZVPD" homo_energy_ev=-6.30 total_energy_ev=-50049.4887 orbital_gap_ev=8.6 charge=-1 relative_energy_kcal_mol=7.91
Be -0.431642 -0.152816 2.507731 0.27 0.07 -0.39
C 1.590112 1.589296 6.061687 0.02 -0.12 -0.08
C 1.141337 0.244668 5.481649 0.13 0.12 -0.04
C 1.655189 -0.911911 6.333287 -0.09 0.03 -0.05
O -0.267762 0.161465 5.508085 0.02 -0.16 -0.06
C 1.765104 0.089603 4.067874 -0.22 0.04 0.07
O 2.974255 0.176526 3.953289 0.05 -0.05 0.03
O 0.968004 -0.130070 3.072512 0.51 -0.08 0.19
H 1.192456 1.688148 7.072572 -0.01 0.01 0.00
H 1.194234 2.401950 5.449357 0.04 0.05 0.03
H 2.677356 1.651750 6.081659 -0.01 0.05 -0.02
H 1.280864 -0.808034 7.353077 -0.01 0.00 0.00
H 2.743509 -0.918406 6.336214 0.00 0.00 0.01
H 1.286958 -1.852656 5.922210 0.02 -0.02 0.03
H -0.657984 0.699039 4.806362 -0.06 0.07 -0.02
O -3.406994 -0.100137 1.535089 0.32 0.09 -0.09
S -2.600412 -0.144560 2.748905 -1.70 0.01 -0.33
O -3.384003 -0.140666 3.949860 0.19 -0.04 0.26
O -1.603011 -1.293764 2.674367 0.40 0.03 0.07
O -1.562854 0.994682 2.741516 0.36 0.01 -0.02
C 3.040830 1.343464 -5.348477 -0.07 -0.05 0.09
C 1.651088 0.864313 -5.020413 0.03 0.02 -0.05
C 1.079447 -0.215967 -5.679692 -0.02 0.04 0.01
C -0.205107 -0.640339 -5.379693 -0.04 -0.07 0.03
C -0.964437 0.010599 -4.411092 0.16 0.10 0.07
N -2.281115 -0.433109 -4.200031 0.09 -0.17 0.20
C -3.203932 -0.166022 -3.190192 -0.23 0.01 -0.37
O -4.387846 -0.108154 -3.472335 0.08 -0.03 0.15
N -2.742661 0.008705 -1.917071 0.07 0.18 0.40
C -1.594963 -0.527880 -1.301862 0.27 0.04 0.09
C -1.014220 -1.736750 -1.631951 0.06 -0.06 0.02
C 0.058167 -2.190367 -0.871772 -0.06 0.03 -0.21
C 0.449682 -1.465267 0.230161 0.12 0.20 0.19
N -0.140888 -0.313797 0.578897 -0.09 -0.28 0.08
C -1.096926 0.167762 -0.200460 0.17 -0.05 -0.26
C -0.399904 1.098865 -3.747375 -0.10 -0.06 0.03
C 0.888475 1.504041 -4.048269 0.04 -0.02 0.00
H 3.418283 0.859693 -6.248827 0.02 0.01 0.00
H 3.731037 1.126747 -4.530482 0.02 0.01 -0.03
H 3.046659 2.422508 -5.508805 0.05 0.00 -0.01
H 1.646166 -0.739310 -6.441397 -0.01 0.01 -0.01
H -0.629795 -1.489409 -5.904179 0.00 0.00 0.02
H -2.737795 -0.796670 -5.018923 -0.15 0.07 -0.01
H -3.438492 0.266815 -1.223324 -0.19 0.01 -0.33
H -1.396818 -2.325398 -2.454068 -0.01 0.01 -0.06
H 0.552835 -3.118977 -1.120358 0.01 0.00 0.03
H 1.256965 -1.786131 0.877192 -0.09 -0.06 0.07
H -1.477319 1.144970 0.052981 -0.31 -0.03 0.22
H -0.970881 1.639748 -3.007583 -0.06 0.00 0.06
H 1.308751 2.351211 -3.517902 -0.02 0.00 0.00

=====

Entry 2:
10
Properties=species:S:1:pos:R:3:forces:R:3 method="wB97M-V/def2-TZVPD" homo_energy_ev=-10.37 smiles="NC(=O)O.O" total_energy_ev=-8750.3075 orbital_gap_ev=10.8 relative_energy_kcal_mol=34.96
N 0.275947 0.099218 -0.248031 -0.62 -5.64 -0.19
C 1.359394 0.480770 0.468822 -2.13 4.15 5.12
O 2.507663 0.540651 -0.167462 0.52 0.84 0.23
O 1.220596 1.087336 1.604633 0.80 -2.44 -3.85
H 0.614721 -0.868532 -0.674252 -1.10 2.53 0.19
H -0.498833 -0.237870 0.407463 1.16 1.17 -0.97
H 2.766396 1.350331 0.337361 1.31 -0.62 -0.50
H -2.248590 -0.447428 -1.105858 -1.57 -0.20 2.21
H -3.182608 -1.429148 -0.366846 -0.68 -1.39 -0.12
O -2.814690 -0.575332 -0.255827 2.31 1.60 -2.12

=====

Entry 3:
66
Properties=species:S:1:pos:R:3:forces:R:3 method="wB97M-V/def2-TZVPD" homo_energy_ev=1.69 total_energy_ev=-36067.7507 orbital_gap_ev=1.9 charge=-2
C 2.985132 2.265897 -5.958875 -0.73 0.17 -0.37
C 1.636694 1.515183 -6.093866 0.69 -0.53 -0.20
C 1.679211 0.075599 -5.539868 -0.17 0.35 1.18
C 0.866849 -0.084852 -4.228705 -0.19 -0.95 -0.66
C -0.566630 -0.620361 -4.473658 -0.03 0.88 0.44
C -1.666376 0.466948 -4.277452 0.07 -1.53 0.40
C -2.308549 0.328288 -2.877225 0.14 0.76 -0.76
C -1.712470 1.323937 -1.876333 -0.79 -0.39 -0.41
C -2.370156 1.100182 -0.502485 0.59 0.15 -0.21
C -1.346814 0.838966 0.615503 -0.57 -0.12 0.90
C -1.672312 1.634759 1.918255 0.95 0.20 -1.27
C -0.402276 2.217098 2.569998 -1.05 0.21 0.52
C 0.103767 1.436760 3.798497 0.95 0.87 -0.29
C 1.561132 1.812857 3.946089 0.21 -0.21 -0.27
N 2.689875 2.050735 3.954932 -0.72 0.14 0.28
N -0.612806 1.929079 5.026128 -0.18 -0.16 -1.54
C 0.072008 2.404436 5.897806 0.02 -1.34 1.41
O 0.673135 2.602525 6.872691 0.14 1.07 0.14
C 0.054607 -0.108767 3.651295 0.38 -0.72 0.99
C 1.289202 -0.575240 2.997646 0.40 -0.42 -0.70
N 2.269135 -0.978502 2.543551 -0.69 0.46 0.26
C 0.000946 -0.820841 5.045989 0.47 -0.39 -0.12
O 0.880752 -1.928561 5.042680 -0.50 0.07 0.29
C 1.428713 -2.200326 6.313973 1.11 -0.60 -0.20
C 2.895833 -1.701722 6.395126 -0.90 0.23 0.23
H 3.820552 1.578251 -5.861612 0.10 -0.02 -0.07
H 3.100682 2.867272 -6.862201 0.38 0.12 0.06
H 2.992219 2.954847 -5.115707 0.05 -0.09 0.15
H 1.385462 1.449910 -7.153680 -0.08 0.21 -0.05
H 0.862885 2.096782 -5.598727 -0.20 -0.07 -0.05
H 1.312520 -0.658924 -6.254571 -0.04 0.06 -0.14
H 2.706008 -0.214945 -5.302355 0.15 0.16 -0.26
H 0.829416 0.852986 -3.672999 0.06 0.07 -0.01
H 1.364921 -0.813834 -3.590185 0.14 0.06 0.07
H -0.742696 -1.420451 -3.754963 -0.20 -0.06 -0.04
H -0.676890 -1.060944 -5.467185 0.30 0.01 -0.07
H -1.240528 1.463446 -4.424500 -0.16 0.11 -0.16
H -2.440807 0.265019 -5.021599 -0.01 0.33 -0.13
H -3.371336 0.570871 -3.003238 -0.08 0.00 0.29
H -2.234647 -0.692754 -2.477807 0.09 0.03 0.14
H -0.625501 1.237327 -1.849788 0.04 -0.15 0.14
H -1.950798 2.319924 -2.276518 0.21 0.16 0.19
H -2.977241 1.988428 -0.279402 0.01 -0.05 0.20
H -3.033992 0.247715 -0.631335 0.06 -0.19 0.39
H -0.337087 1.074788 0.276030 0.00 0.23 -0.03
H -1.324346 -0.230289 0.854995 -0.11 -0.17 -0.61
H -2.267892 2.489650 1.595906 -0.24 0.02 0.34
H -2.257341 1.017057 2.599072 -0.10 0.19 0.19
H 0.402787 2.389654 1.862482 0.05 -0.43 -0.23
H -0.665914 3.212082 2.936021 0.25 0.03 0.22
H -0.795606 -0.478131 3.084542 -0.06 0.39 -0.33
H -1.003274 -1.200269 5.241931 -0.20 0.34 -0.01
H 0.304728 -0.152926 5.854973 -0.12 0.20 -0.12
H 0.826176 -1.807819 7.135321 -0.16 0.15 -0.11
H 1.457928 -3.285197 6.419881 -0.29 -0.07 0.03
H 3.592546 -2.530585 6.334511 0.13 -0.02 0.01
H 3.022556 -1.160038 7.332794 0.35 0.01 -0.02
H 3.071723 -1.030290 5.558056 0.13 0.09 0.00
O -1.831571 -1.811313 -0.675920 0.36 0.32 0.35
C -1.143651 -3.006124 -0.654722 -0.63 -0.27 -0.63
C -1.734195 -4.081029 -1.650939 0.67 -0.10 0.57
O -1.073101 -5.270039 -1.631546 -0.33 0.00 -0.31
H -1.110220 -3.529341 0.334904 -0.21 0.11 0.06
H -0.058331 -2.943445 -0.924985 -0.04 0.23 -0.13
H -1.755359 -3.551395 -2.651448 0.17 -0.01 -0.07
H -2.829392 -4.130005 -1.395179 -0.01 -0.10 0.13

=====

Entry 4:
19
Properties=species:S:1:pos:R:3:forces:R:3 method="wB97M-V/def2-TZVPD" homo_energy_ev="-17.89 / -17.51" total_energy_ev=-11282.4044 orbital_gap_ev="7.2 / 7.4" charge=+2 relative_energy_kcal_mol=166.94
C 0.201694 0.835497 0.745585 0.41 0.07 -0.01
C -1.092247 2.385935 -2.058980 -2.55 0.68 -0.84
C -0.504308 -2.966231 3.196252 -0.37 -1.80 2.11
C -0.182676 2.242224 -1.082503 -0.11 0.27 0.93
C 0.148322 -2.325692 2.323370 1.86 3.64 -2.92
N 0.289131 -0.169201 1.509010 -0.14 1.26 1.84
N 0.014925 1.003179 -0.587097 -0.22 -0.57 -1.41
N 0.813487 -0.070894 -2.171595 4.18 0.67 1.15
N 0.651284 -1.450931 1.427266 -0.93 -3.90 1.68
H 0.070223 1.802232 1.251693 -0.10 -0.41 0.32
H -1.634356 3.345339 -2.294509 1.27 -0.87 0.12
H -1.616948 1.499470 -2.436640 0.52 0.25 -0.20
H -0.191147 -3.189468 4.296074 -0.32 0.69 -2.01
H -1.387416 -3.538405 2.850990 0.25 0.39 0.15
H 0.147383 3.089439 -0.505847 0.48 0.32 0.00
H 0.141882 -0.701190 -2.407533 -2.61 -2.40 -0.54
H 1.734389 -0.559871 -1.977785 -1.37 0.78 -0.21
H 0.947028 0.555122 -2.949806 0.12 0.71 -0.13
H 1.449353 -1.786554 0.872055 -0.37 0.24 -0.05

=====

Entry 5:
16
Properties=species:S:1:pos:R:3:forces:R:3 method="wB97M-V/def2-TZVPD" homo_energy_ev=-9.68 smiles="CCO[C@@](C)(Cl)N=O" total_energy_ev=-22381.2470 orbital_gap_ev=8.8 relative_energy_kcal_mol=88.95
C 1.124892 0.548268 1.452537 -0.78 2.48 1.46
C -1.693895 -0.880688 -1.449750 4.81 0.40 -2.11
C -0.031854 0.852771 0.470179 1.00 -0.39 2.42
C -2.105896 -0.143797 -0.306964 0.77 0.26 6.03
N -2.692978 1.147658 -0.607628 -0.12 4.09 0.65
O -2.415102 2.092524 0.153293 -0.86 -3.29 -2.18
O -1.123201 -0.005963 0.827396 -1.66 -0.23 -1.90
Cl -3.549628 -0.901877 0.451616 0.07 -0.17 0.09
H 0.760092 0.921786 2.493582 0.76 -0.90 -1.61
H 1.443191 -0.456927 1.508016 -0.06 -1.25 0.02
H 2.038525 1.143563 1.225551 -0.74 -0.16 -0.07
H -1.407194 -1.924213 -1.472388 -0.02 -0.22 1.38
H -2.390753 -0.855427 -2.200239 -1.85 0.70 -1.93
H -0.717846 -0.329118 -1.819871 -1.92 -1.02 0.19
H 0.236520 0.512589 -0.479571 0.84 0.45 -1.79
H -0.233407 1.934620 0.601988 -0.23 -0.75 -0.65